Molecular formula: BrCaI
Method: DFT, the ωB97M-V functional and the def2-TZVPD basis

Computed properties:
* largest force on an atom: 0.6 eV/Å
* energy: -96585.138 eV

CARTESIAN COORDINATES (ANGSTROEM)
Ca 0.1247 -0.0924 0.1910
Br 1.3114 1.8471 1.4630
I -1.4361 -1.7547 -1.6540

Force components x, y, z for each atom (eV/Å):
Ca -0.32 -0.29 -0.38
Br 0.02 -0.01 0.02
I 0.30 0.29 0.36

Formally, the natural (NBO) partial charges of the atoms, in units of the elementary charge, are as follows:
1 Ca 1.74
2 Br -0.88
3 I -0.87

---

Molecular formula: C29H48N2O10PS2Si
Method: DFT, the ωB97M-V functional and the def2-TZVPD basis

Computed properties:
* charge: +1
* largest force on an atom: 7.5 eV/Å
* energy: -93128.382 eV

CARTESIAN COORDINATES (ANGSTROEM)
C -3.6119 1.7793 -0.4857
Si -2.7923 0.0305 -0.2766
C -3.7313 -0.8274 1.1341
C -3.2524 -1.1396 -1.7670
N -0.9963 0.2792 -0.0926
C -0.3575 0.3279 1.2273
C -1.1403 0.2683 2.6181
C -1.2423 -1.2445 3.2303
C -2.4036 -1.3481 4.3301
C -2.0571 -2.3888 5.5355
S -3.6309 -2.9206 6.4180
O -4.2237 -1.8055 7.2289
O -3.3320 -4.1427 7.2646
O -4.7173 -3.3698 5.1829
C 1.1966 0.4705 1.4415
S 2.0481 0.4732 3.0932
C 2.1599 0.5851 0.2331
C 3.7451 0.7071 0.3882
C 4.4663 -0.7460 0.5073
O 4.8177 -1.2493 1.6064
C 4.7330 -1.4673 -0.9171
C 3.8043 -2.6180 -1.4578
C 4.1646 -3.1780 -2.8718
C 5.3518 -2.6793 -3.7374
C 6.2531 -1.5548 -3.1330
C 5.9721 -0.9315 -1.7305
C 1.4249 0.5972 -1.1799
N 2.3568 0.7187 -2.3042
C -0.1398 0.4632 -1.2948
P -0.7619 0.5744 -3.0737
O 0.1921 1.3314 -4.0399
O -0.9421 -0.9718 -3.8277
O -2.1889 1.5320 -3.2565
H -4.0224 1.9495 -1.5366
H -2.9265 2.6281 -0.1150
H -4.5345 1.8136 0.2176
H -3.1606 -1.7966 1.4116
H -3.9984 -0.1862 2.0391
H -4.7461 -1.2048 0.7196
H -2.3320 -1.8214 -1.8951
H -4.1323 -1.8252 -1.5347
H -3.5247 -0.5571 -2.7114
H -0.6112 0.8604 3.4632
H -2.1718 0.7946 2.5922
H -1.2782 -2.0483 2.4158
H -0.2374 -1.4044 3.7831
H -3.4466 -1.5525 3.8874
H -2.4797 -0.3134 4.8470
H -1.4817 -3.2783 5.1029
H -1.4196 -1.8467 6.3317
H -4.1086 -3.6753 4.4601
H 2.0183 1.8363 3.4487
H 4.1769 1.1654 -0.5819
H 4.0256 1.4054 1.2608
H 2.9068 -3.0169 -0.8668
H 3.5123 -4.0135 -3.2931
H 5.5518 -3.1070 -4.7781
H 7.1548 -1.1431 -3.7100
H 6.6212 -0.0942 -1.2783
H 2.9162 1.5830 -2.2523
H 2.9459 -0.1240 -2.3881
H -0.1489 -1.4925 -3.5287
H -1.8429 2.4684 -3.2129
C -4.9804 3.2673 -4.8717
C -5.4028 3.9329 -3.5891
O -4.9148 3.6124 -2.5182
C -6.4509 5.0093 -3.6794
H -4.2203 2.5130 -4.6553
H -5.8384 2.7764 -5.3357
H -4.5548 4.0080 -5.5520
H -7.3740 4.5955 -4.0905
H -6.0905 5.8271 -4.3069
H -6.6565 5.3990 -2.6801
C 5.6711 -4.5815 1.0804
C 5.6457 -5.8712 1.8572
O 5.2612 -6.9078 1.3486
C 6.1144 -5.8282 3.2876
H 5.3068 -4.7627 0.0664
H 5.0215 -3.8459 1.5593
H 6.6936 -4.2025 1.0223
H 5.4845 -5.1479 3.8650
H 7.1566 -5.5046 3.3277
H 6.0411 -6.8273 3.7225
C -0.4116 6.2638 -1.8460
C -0.4193 4.9740 -1.0716
O -0.7944 3.9321 -1.5804
C 0.0543 5.0198 0.3566
H -0.7777 6.0803 -2.8584
H -1.0675 6.9912 -1.3630
H 0.6064 6.6543 -1.9073
H -0.5809 5.6918 0.9374
H 1.0930 5.3551 0.3931
H -0.0062 4.0184 0.7904

Atoms 1-6, force components in eV/Å:
C -0.37 0.15 0.90
Si -4.15 0.76 -1.01
C -0.27 -1.32 0.76
C 0.95 -0.35 -0.10
N 5.11 0.39 1.28
C 2.27 0.55 -0.17

Formally, the Mulliken partial charges of the atoms, in units of the elementary charge, are as follows:
1 C -0.37
2 Si 0.07
3 C -1.10
4 C -0.88
5 N 0.83
6 C 0.20
7 C -1.23
8 C -0.48
9 C -0.61
10 C -0.85
11 S 1.16
12 O -0.57
13 O -0.58
14 O -0.46
15 C -0.12
16 S -0.10
17 C 0.27
18 C -1.08
19 C -0.02
20 O -0.54
21 C 0.50
22 C -0.17
23 C -0.48
24 C -0.48
25 C -0.49
26 C -0.25
27 C -0.16
28 N -0.26
29 C -0.09
30 P 0.66
31 O -0.68
32 O -0.49
33 O -0.21
34 H -0.04
35 H 0.15
36 H 0.44
37 H 0.21
38 H 0.33
39 H 0.46
40 H 0.21
41 H 0.46
42 H 0.21
43 H 0.54
44 H 0.52
45 H 0.25
46 H 0.53
47 H 0.51
48 H 0.24
49 H 0.37
50 H 0.40
51 H 0.37
52 H 0.22
53 H 0.33
54 H 0.51
55 H 0.39
56 H 0.38
57 H 0.37
58 H 0.33
59 H 0.38
60 H 0.31
61 H 0.11
62 H 0.38
63 H 0.25
64 C -0.80
65 C 0.79
66 O -0.47
67 C -1.25
68 H 0.03
69 H 0.35
70 H 0.33
71 H 0.35
72 H 0.35
73 H 0.30
74 C -0.62
75 C 0.63
76 O -0.56
77 C -1.09
78 H 0.24
79 H 0.12
80 H 0.36
81 H 0.30
82 H 0.32
83 H 0.31
84 C -1.28
85 C 0.77
86 O -0.41
87 C -0.86
88 H 0.29
89 H 0.36
90 H 0.37
91 H 0.37
92 H 0.37
93 H 0.03

---

| no. | E_HOMO (hartree) |
| --- | --- |
| 1 | -0.341 |
| 2 | -0.406 |